(1)
Density functional theory data (ωB97M-V with the def2-TZVPD basis set) for a molecular structure, C46H45BN7O6S2SbTi.

The geometry in XYZ format:
```
109
Properties=species:S:1:pos:R:3:forces:R:3:lowdin_charge:R:1
Ti 0.90080 -0.42028 -0.75590 -0.2 0.6 -0.5 0.764
O 2.58793 -0.84016 -1.62446 0.0 0.0 0.2 -0.202
C 3.02385 -1.99557 -2.04902 0.0 0.0 0.0 -0.330
C 3.66641 -2.08916 -3.29768 0.0 0.0 0.0 0.008
C 4.10814 -3.30435 -3.77246 0.0 0.0 0.0 -0.090
C 3.95295 -4.47363 -3.02188 0.0 0.0 0.0 -0.115
C 3.35324 -4.39102 -1.78324 0.0 0.0 0.0 -0.051
C 2.88079 -3.17348 -1.28263 0.0 0.0 0.0 -0.145
C 2.36055 -3.13480 0.06605 0.0 0.1 0.1 -0.060
N 1.79856 -2.12463 0.61892 0.0 -0.1 -0.1 0.012
N 1.54120 -2.36619 1.96895 -0.1 0.0 -0.1 0.123
C 1.82309 -1.41898 2.77291 0.2 0.2 0.1 -0.324
O 2.41748 -0.26010 2.44163 0.0 -0.2 0.1 0.004
C 1.63198 -1.66018 4.22980 0.0 0.0 0.0 -0.141
C 1.02105 -2.82559 4.69149 0.1 0.0 0.0 -0.042
C 0.83463 -3.02267 6.04760 0.0 0.0 0.0 -0.085
C 1.25834 -2.06406 6.96231 0.0 0.0 0.0 -0.107
C 1.87523 -0.90903 6.50924 0.0 0.0 0.0 -0.090
C 2.06336 -0.70959 5.14747 0.0 0.0 0.0 -0.025
H 3.76517 -1.18211 -3.88024 0.0 0.0 0.0 0.102
H 4.57628 -3.35187 -4.74909 0.0 0.0 0.0 0.096
H 4.29693 -5.42509 -3.40609 0.0 0.0 0.0 0.086
H 3.23207 -5.28046 -1.17372 0.0 0.0 0.0 0.107
H 2.50822 -4.02466 0.67938 0.0 0.0 0.0 0.133
H 0.67884 -3.55165 3.96792 0.0 0.0 0.0 0.094
H 0.34169 -3.92280 6.39462 0.0 0.0 0.0 0.097
H 1.10221 -2.21765 8.02352 0.0 0.0 0.0 0.090
H 2.20786 -0.15669 7.21408 0.0 0.0 0.0 0.095
H 2.54395 0.18814 4.78193 0.0 0.0 0.0 0.108
C -4.14370 -1.13634 7.11776 0.0 0.0 0.0 -0.115
C -4.26315 -0.56858 5.70362 0.0 0.0 0.0 -0.254
C -3.28087 -1.17372 4.75445 0.0 0.0 0.0 -0.643
N -2.19905 -0.58614 4.38335 0.0 0.0 -0.1 0.036
N -1.45265 -1.31988 3.50360 0.0 -0.1 0.1 0.015
C -1.97649 -2.47500 3.22815 0.1 0.2 0.0 -0.730
N -1.38112 -3.40147 2.41076 -0.3 0.0 0.0 0.106
S -3.47227 -2.75233 4.06258 -0.1 -0.2 0.0 1.054
H -4.85072 -0.65197 7.79407 0.0 0.0 0.0 0.062
H -3.13514 -0.97979 7.50203 0.0 0.0 0.0 0.073
H -4.34354 -2.20945 7.12924 0.0 0.0 0.0 0.062
H -4.06539 0.50364 5.70380 0.0 0.0 0.0 0.109
H -5.27571 -0.71240 5.31987 0.0 0.0 0.0 0.103
H -0.69077 -2.97950 1.79332 0.1 -0.1 0.1 0.053
H -2.04499 -3.92390 1.85744 0.0 0.0 -0.1 0.079
S 0.25223 1.10772 -2.30805 0.0 -0.2 0.1 0.263
Sb 1.16340 3.33983 -1.62299 0.1 0.1 0.0 1.208
C 2.44494 3.06380 -3.58094 0.0 -0.1 0.0 -0.382
C 2.76193 4.12459 -4.43205 0.0 0.0 0.0 -0.162
C 3.76782 4.03503 -5.39137 0.0 0.0 0.0 -0.134
C 4.50444 2.86535 -5.51952 0.0 0.0 0.0 -0.143
C 4.22107 1.79637 -4.67655 0.0 0.0 0.0 -0.123
C 3.20959 1.90140 -3.72821 0.0 0.0 0.0 -0.167
C -0.58944 3.44786 -0.12960 0.0 0.0 -0.1 -0.386
C -0.38856 4.36581 0.89825 0.0 0.0 0.0 -0.210
C -1.33623 4.58284 1.89489 0.0 0.0 0.0 -0.129
C -2.51985 3.85945 1.88341 0.0 0.0 0.0 -0.126
C -2.74561 2.93647 0.86784 0.0 0.0 0.0 -0.099
C -1.79321 2.74479 -0.12524 0.0 0.0 0.0 -0.149
C -0.07566 4.65706 -2.82997 0.0 0.0 0.0 -0.381
C -0.50942 4.26754 -4.09435 0.0 0.0 0.0 -0.145
C -1.33261 5.08889 -4.85578 0.0 0.0 0.0 -0.106
C -1.72616 6.32776 -4.36852 0.0 0.0 0.0 -0.129
C -1.30363 6.73003 -3.10808 0.0 0.0 0.0 -0.117
C -0.49733 5.89423 -2.34575 0.0 0.0 0.0 -0.137
H 2.20613 5.05706 -4.35645 0.0 0.0 0.0 0.081
H 3.97422 4.88002 -6.04221 0.0 0.0 0.0 0.081
H 5.28851 2.78636 -6.26512 0.0 0.0 0.0 0.079
H 4.79430 0.87732 -4.76107 0.0 0.0 0.0 0.080
H 3.00526 1.04744 -3.08666 0.0 0.0 0.0 0.044
H 0.54672 4.92921 0.93619 0.0 0.0 0.0 0.067
H -1.14332 5.30040 2.68725 0.0 0.0 0.0 0.081
H -3.25649 4.00117 2.66699 0.0 0.0 0.0 0.082
H -3.65624 2.34688 0.86036 0.0 0.0 0.0 0.093
H -1.98559 2.01054 -0.90069 0.0 0.0 0.0 0.056
H -0.19422 3.30782 -4.48939 0.0 0.0 0.0 0.085
H -1.66776 4.75824 -5.83273 0.0 0.0 0.0 0.090
H -2.36564 6.97158 -4.96213 0.0 0.0 0.0 0.083
H -1.61343 7.69120 -2.71209 0.0 0.0 0.0 0.087
H -0.20786 6.20675 -1.34789 0.0 0.0 0.0 0.084
O -0.25726 -1.96919 -4.41776 0.1 0.0 0.1 0.068
C -1.25111 -2.81204 -4.09943 0.0 -0.1 0.0 -0.256
C -2.09370 -3.20918 -5.14275 0.0 0.0 0.0 -0.025
C -3.14769 -4.06784 -4.90732 0.0 0.0 0.0 -0.107
C -3.38879 -4.55816 -3.62658 0.0 0.0 0.0 -0.107
C -2.54630 -4.18087 -2.59829 0.0 0.0 0.0 -0.023
C -1.47180 -3.31909 -2.80832 0.1 -0.1 -0.1 -0.047
C -0.60553 -2.98712 -1.62824 -0.4 0.2 0.4 -0.526
O -0.72035 -3.60977 -0.58283 0.1 -0.1 -0.1 0.048
O 0.20432 -1.97965 -1.79309 0.1 -0.1 -0.3 -0.210
H 0.17306 -1.67904 -3.58737 0.0 0.0 0.0 0.069
H -1.89939 -2.80717 -6.12871 0.0 0.0 0.0 0.110
H -3.79610 -4.35114 -5.72880 0.0 0.0 0.0 0.092
H -4.22664 -5.21633 -3.43584 0.0 0.0 0.0 0.088
H -2.69857 -4.54083 -1.58953 0.0 0.0 0.0 0.113
B -3.65845 -1.19696 0.69695 0.0 -0.2 -0.2 -0.438
C -2.15314 -0.85507 0.34662 -0.1 0.2 0.2 -0.161
N -1.05896 -0.59577 0.08484 0.1 -0.3 0.1 0.092
H -3.70730 -2.40901 0.83109 0.0 0.0 0.0 -0.001
H -4.31280 -0.87172 -0.27277 0.0 0.1 0.0 0.007
H -3.99758 -0.61718 1.70690 0.1 0.0 0.0 0.004
C 2.43541 2.08789 2.17287 0.1 0.0 0.0 0.015
C 1.55475 0.88108 1.93094 -0.3 0.2 0.0 -0.641
N 0.31398 0.97032 2.59644 0.2 0.0 -0.1 0.177
O 1.35152 0.68315 0.60275 0.3 -0.1 0.0 -0.250
H 2.62390 2.20863 3.24115 0.0 0.0 0.0 0.078
H 1.91783 2.96377 1.78833 0.0 0.0 0.0 0.064
H 3.37961 1.95826 1.64645 0.0 0.0 0.0 0.093
H 0.38518 0.97130 3.60394 0.0 0.0 0.0 0.085
H -0.35764 0.27506 2.29116 0.0 0.0 0.1 0.047
```
Forces are in eV/Å.

Properties
Kohn-Sham gap = 5.37 eV
highest occupied orbital energy = -1.656 eV
2S+1 = 1
DFT total energy = -123153.630 eV
charge = -2
energy above the lowest of the compared OMol25 structures with the same formula, charge and spin = 20.9 kcal/mol

---

(2)
Density functional theory data (ωB97M-V with the def2-TZVPD basis set) for 11 unconnected molecules or ions with the total composition C22H66O21 in a non-equilibrium geometry.

The geometry in XYZ format:
```
109
Properties=species:S:1:pos:R:3:forces:R:3:lowdin_charge:R:1
C 4.53589 1.23627 0.23943 -0.7 1.8 -1.2 -0.224
C 3.92643 2.65849 -0.14729 1.5 -1.4 0.4 -0.223
O 2.65566 2.76489 0.43565 -0.4 0.4 0.2 -0.080
O 3.98872 0.26356 -0.60069 0.2 -0.8 -0.5 -0.069
H 4.30957 0.95707 1.27074 0.2 0.5 0.3 0.115
H 5.60905 1.30003 0.05886 0.0 -0.4 0.1 0.116
H 3.86106 2.77607 -1.22887 -0.3 -0.5 0.0 0.123
H 4.62358 3.44993 0.13981 -0.1 0.2 0.5 0.109
H 2.84126 2.81246 1.37758 -0.4 0.1 0.1 0.080
H 3.04342 0.18263 -0.43989 -0.1 0.0 0.1 0.050
C -3.08855 0.00339 3.50173 -1.0 0.1 0.6 -0.199
C -4.20119 -0.89343 2.91205 -0.6 0.6 -0.2 -0.239
O -3.87482 -2.24177 2.80604 1.4 -1.2 -0.4 -0.063
O -1.92196 0.22872 2.74593 -0.3 -0.7 -1.2 -0.101
H -2.81675 -0.39072 4.48287 -0.1 -0.1 0.1 0.126
H -3.52652 0.99543 3.63802 -0.5 -0.1 0.4 0.118
H -4.59548 -0.53618 1.95712 0.5 0.4 -0.2 0.107
H -5.09677 -0.93851 3.53783 0.2 1.2 0.6 0.122
H -4.47287 -2.65201 2.17736 0.0 -0.1 0.0 0.088
H -1.27031 0.64573 3.32359 0.4 -0.1 0.2 0.041
C 0.02795 2.71672 3.17972 -2.0 -0.6 -0.7 -0.206
C -1.04857 3.63548 3.71473 1.0 2.4 -0.1 -0.202
O -0.39091 4.55917 4.64152 -0.7 -0.9 -0.1 -0.074
O 0.13913 1.59151 4.07555 0.8 0.5 -0.5 -0.067
H 0.94517 3.19658 2.84013 0.2 0.3 0.9 0.128
H -0.35062 2.35022 2.22268 -0.1 -0.3 0.0 0.084
H -1.93950 3.18746 4.15711 0.4 -0.8 0.3 0.119
H -1.46433 4.27561 2.93364 0.2 -0.3 -0.5 0.111
H -1.10232 5.07735 5.02768 0.2 0.2 0.2 0.075
H 1.03134 1.61247 4.43143 -0.1 -0.3 0.3 0.107
C 5.05511 -2.77734 0.75287 -1.2 -1.3 0.7 -0.202
C 3.76701 -2.89623 1.61136 0.6 -0.1 -1.2 -0.261
O 3.96409 -2.88356 2.98772 0.0 0.7 1.3 -0.052
O 5.85430 -3.94595 0.98225 0.4 0.3 0.0 -0.071
H 5.63381 -1.88808 0.99656 0.0 -0.1 0.0 0.120
H 4.69235 -2.75780 -0.27539 0.3 0.3 -0.2 0.099
H 3.26609 -3.85014 1.43073 -0.1 0.1 -0.9 0.116
H 3.13003 -2.07041 1.29203 -0.2 0.0 0.4 0.100
H 4.19964 -3.76534 3.28562 0.3 0.0 -0.1 0.100
H 5.56355 -4.64075 0.38681 0.0 0.0 0.0 0.079
C -1.60695 1.27108 -5.72915 -1.5 0.2 -0.6 -0.242
C -0.54733 1.61898 -4.75069 1.4 0.1 -0.7 -0.228
O 0.59440 2.19548 -5.43005 -0.2 -0.4 0.8 -0.067
O -2.34337 2.41614 -6.21054 0.2 -0.4 0.5 -0.067
H -2.26311 0.53057 -5.26417 -0.4 0.1 0.1 0.113
H -1.27886 0.81477 -6.66286 0.7 -0.1 0.3 0.127
H -0.24121 0.68912 -4.26878 0.5 0.0 -0.1 0.115
H -0.87354 2.27065 -3.93803 -0.4 0.1 -0.2 0.091
H 0.27759 2.76486 -6.13670 -0.2 0.1 0.1 0.077
H -2.83778 2.74446 -5.45362 -0.1 0.2 0.0 0.081
C -2.48039 -3.46985 -0.51963 0.6 1.1 -0.6 -0.208
C -1.71780 -2.16442 -0.93248 0.3 -0.9 0.8 -0.227
O -1.94411 -1.75352 -2.26458 -0.4 0.0 -0.1 -0.059
O -2.15314 -4.58668 -1.34599 -0.2 0.3 0.3 -0.053
H -3.53112 -3.17456 -0.49732 -0.3 -0.6 -0.2 0.113
H -2.18690 -3.75295 0.49157 0.0 0.2 0.1 0.097
H -0.65410 -2.28670 -0.71900 -0.1 -0.2 -0.4 0.089
H -2.00475 -1.33696 -0.28064 -0.4 -0.1 0.1 0.096
H -1.19938 -2.01780 -2.81150 0.3 -0.2 0.0 0.085
H -2.78809 -4.69689 -2.05773 0.0 0.2 0.0 0.086
C 0.20780 -1.84401 3.59353 0.3 -0.8 -0.9 -0.233
C -0.33505 -3.00008 2.72894 -1.3 2.2 -0.1 -0.181
O 0.47624 -3.22539 1.58263 0.8 -0.9 0.5 -0.085
O 1.31416 -2.24750 4.35153 -0.2 0.0 0.7 -0.042
H -0.60610 -1.43202 4.18943 0.2 -0.5 0.5 0.112
H 0.49801 -0.99003 2.97576 -0.1 -0.1 -0.5 0.099
H -1.24551 -2.57317 2.29995 -0.6 -0.4 0.5 0.092
H -0.54936 -3.90167 3.30175 0.2 0.0 0.0 0.136
H 0.17660 -4.05325 1.19755 0.2 0.0 -0.3 0.107
H 1.92322 -2.69876 3.75713 0.4 0.1 0.0 0.053
C 0.07231 4.71064 -0.98037 0.0 -0.9 -0.4 -0.226
C -0.66414 4.44221 -2.28862 -0.7 1.2 0.6 -0.224
O -1.52435 5.56411 -2.58022 0.4 -0.3 -0.7 -0.074
O -0.84020 4.65687 0.11996 0.6 0.3 -0.3 -0.073
H 0.58381 5.67145 -0.93572 -0.4 0.2 -0.3 0.125
H 0.88449 3.97922 -0.95648 -0.1 -0.3 0.7 0.090
H -1.32569 3.57572 -2.21425 0.3 -0.4 0.3 0.095
H 0.02499 4.23811 -3.10798 0.0 0.5 -0.2 0.117
H -2.12404 5.65280 -1.83448 0.1 0.0 0.2 0.070
H -1.22431 3.77373 0.16350 -0.1 -0.2 0.2 0.026
C -3.82274 1.07834 -0.66279 -0.3 -0.7 0.3 -0.242
C -3.62088 2.36006 0.14716 -0.4 0.1 -0.8 -0.207
O -2.38985 2.44543 0.82175 0.2 0.0 -0.2 -0.090
O -3.09140 1.00309 -1.85712 0.6 1.1 -0.3 -0.059
H -4.87585 0.94752 -0.92413 -0.3 0.3 0.3 0.120
H -3.56172 0.23021 -0.02379 0.0 -0.1 0.2 0.093
H -4.42811 2.49459 0.87053 -0.3 -0.3 0.0 0.121
H -3.70384 3.21842 -0.52144 0.2 0.0 -0.1 0.125
H -2.33864 1.69865 1.42822 0.3 -0.4 0.3 0.050
H -2.91276 0.10154 -2.14044 0.1 -0.4 0.2 0.053
C 2.16203 -3.53153 -2.14861 0.2 0.0 -0.8 -0.220
C 2.24824 -4.55525 -3.28716 -0.3 0.1 0.1 -0.258
O 2.89732 -4.04897 -4.40806 0.8 1.2 -0.8 -0.058
O 1.27712 -2.45730 -2.44942 -0.2 -0.7 -0.2 -0.068
H 3.13646 -3.07562 -1.96318 0.3 -0.3 0.0 0.112
H 1.86276 -4.10010 -1.26472 -0.2 0.1 0.2 0.112
H 1.24740 -4.84235 -3.61721 -0.3 -0.3 0.6 0.121
H 2.83847 -5.42056 -2.97556 -0.4 -0.2 0.6 0.115
H 2.73602 -4.60165 -5.17527 -0.1 -0.1 0.1 0.087
H 1.30407 -1.88728 -1.67162 -0.1 0.3 0.2 0.035
C 0.29361 0.79554 -0.94140 -0.8 0.3 0.1 -0.037
C 0.36801 0.01798 0.35728 -0.4 0.6 0.0 -0.305
O 1.09253 -1.15368 0.11159 1.4 -0.1 -0.4 -0.122
H 1.21927 1.28655 -1.24112 0.3 -0.4 0.1 0.074
H -0.41838 1.61826 -0.85263 -0.2 -0.1 0.1 0.063
H -0.08551 0.12975 -1.71753 0.1 0.1 -0.2 0.066
H -0.59589 -0.30469 0.75642 -0.3 0.5 -0.2 0.087
H 0.80913 0.65966 1.12513 0.4 -0.1 0.2 0.103
H 0.90750 -1.83037 0.78084 0.0 -0.1 0.0 0.027
```
Forces are in eV/Å.

Properties
Kohn-Sham gap = 9.63 eV
structure (SMILES) = OCCO.OCCO.OCCO.OCCO.OCCO.OCCO.OCCO.OCCO.OCCO.OCCO.CCO
highest occupied orbital energy = -9.507 eV
2S+1 = 1
DFT total energy = -66876.052 eV
energy above the lowest of the compared OMol25 structures with the same formula, charge and spin = 27.0 kcal/mol

---

(3)
Density functional theory data (ωB97M-V with the def2-TZVPD basis set) for a gas-phase ion, CH2NO4P (charge -2) in a non-equilibrium geometry.

The geometry in XYZ format:
```
9
Properties=species:S:1:pos:R:3:forces:R:3:nbo_charge:R:1
C -0.63813 0.36453 -0.22974 2.4 -0.4 0.1 0.465
N 0.30420 -0.06482 0.57913 0.6 -1.0 0.8 -0.900
O 2.88160 0.44407 1.41842 0.4 0.1 0.1 -1.226
O 2.70521 -1.53260 -0.22130 -0.3 0.7 0.0 -1.221
O -1.84142 0.14100 -0.15830 -2.3 0.1 -0.2 -0.803
O 2.44384 0.90079 -1.09068 -0.1 -0.4 0.4 -1.223
P 2.45807 -0.06567 0.07320 -1.0 -0.2 0.2 2.479
H -0.14024 0.92802 -1.04401 -0.5 0.2 -0.2 0.098
H -0.08988 -0.67063 1.35795 0.7 0.9 -1.2 0.329
```
Forces are in eV/Å.

Properties
Kohn-Sham gap = 7.12 eV
structure (SMILES) = O=CNP(=O)([O-])[O-]
highest occupied orbital energy = -0.151 eV
2S+1 = 1
DFT total energy = -20040.595 eV
charge = -2
energy above the lowest of the compared OMol25 structures with the same formula, charge and spin = 9.8 kcal/mol

---

(4)
Density functional theory data (ωB97M-V with the def2-TZVPD basis set) for a molecular structure, C18H16AlBrN11O2 in a non-equilibrium geometry.

The geometry in XYZ format:
```
49
Properties=species:S:1:pos:R:3:forces:R:3:nbo_charge:R:1
Al 0.77243 -1.31404 -0.60133 3.9 -1.7 -3.4 1.423
O 0.23433 3.62816 -0.56793 0.1 -0.7 -0.3 -0.716
C 0.03353 3.35706 -1.89873 0.0 0.2 0.2 0.381
C -0.30037 4.44446 -2.70733 -0.1 -0.2 -0.5 -0.309
C -0.51087 4.25626 -4.07083 0.1 -0.3 0.3 -0.199
C -0.37307 2.98406 -4.61983 0.1 -0.3 0.3 -0.263
C -0.03247 1.90006 -3.80283 -0.1 0.0 0.5 -0.156
C 0.15523 2.04986 -2.41373 -0.1 0.8 -0.3 -0.144
C 0.58393 0.86506 -1.52043 -0.6 2.7 -1.0 0.178
O 0.11273 -0.28244 -1.96643 -0.8 0.1 -0.6 -0.856
N -0.05347 0.97966 -0.19393 -0.9 3.6 0.3 -0.488
N 0.28013 -0.07404 0.58447 -4.8 1.4 1.6 -0.345
C -0.60147 -0.41284 1.45957 0.6 -0.2 0.6 0.099
C -0.50647 -1.76674 2.02687 0.1 0.2 1.3 -0.142
Br -0.05187 -3.01844 0.71537 -1.1 -2.0 3.4 0.367
C -0.75707 -2.07804 3.30597 0.2 -0.3 -0.5 -0.189
C -1.04687 -1.13434 4.39267 0.0 0.3 0.2 0.005
C -0.25257 -0.00124 4.61457 -0.1 0.3 0.1 -0.222
C -0.51837 0.85236 5.68737 -0.1 -0.2 -0.1 -0.205
C -1.56977 0.57256 6.55757 0.1 0.0 -0.1 -0.212
C -2.35397 -0.56214 6.35737 0.2 -0.1 -0.3 -0.208
C -2.09027 -1.41534 5.28267 0.0 0.3 0.4 -0.220
H 0.34333 2.73806 -0.15543 -0.1 0.6 0.3 0.493
H -0.39397 5.43066 -2.26593 0.0 -0.1 0.1 0.212
H -0.77537 5.09766 -4.70203 0.0 0.0 0.1 0.201
H -0.52627 2.82306 -5.68203 0.0 0.0 0.1 0.206
H 0.08123 0.91216 -4.24603 0.0 0.1 0.2 0.235
H 1.66373 1.01316 -1.37403 0.2 -0.6 0.1 0.211
H -1.03697 0.88416 -0.47103 0.1 0.4 0.5 0.379
H -1.48297 0.19126 1.73277 0.7 0.1 0.0 0.218
H -0.70687 -3.12074 3.60957 -0.1 0.0 -0.2 0.224
H 0.58763 0.22656 3.95927 -0.2 -0.2 0.1 0.232
H 0.10073 1.73256 5.84087 -0.1 -0.2 0.0 0.219
H -1.77437 1.23746 7.39217 0.0 -0.1 -0.1 0.213
H -3.17087 -0.78494 7.03817 0.1 0.0 -0.1 0.213
H -2.70937 -2.29834 5.14247 0.1 0.1 -0.1 0.216
N 1.62273 -2.78854 -3.55123 -0.5 0.1 0.5 -0.591
C 2.47673 -1.90194 -2.96123 1.9 1.3 0.2 0.450
N 3.67803 -1.56324 -3.49443 -1.1 0.0 1.1 -0.388
N 4.20533 -0.67434 -2.61753 -2.6 -0.3 1.5 -0.118
N 3.33883 -0.49354 -1.59503 1.5 -0.6 -1.7 -0.131
N 2.23343 -1.26544 -1.79503 3.6 -0.8 -2.5 -0.516
C 0.42823 -3.08484 -2.96043 -1.3 -0.7 -0.2 0.479
N -0.46587 -3.95614 -3.49273 0.3 0.9 1.2 -0.376
N -1.49877 -3.96814 -2.61533 1.7 2.1 1.4 -0.101
N -1.22167 -3.12694 -1.59323 -0.9 -1.7 -2.5 -0.181
N -0.00067 -2.55554 -1.79413 -0.9 -3.5 -2.5 -0.558
H 1.87153 -3.21994 -4.41453 0.1 -0.1 -0.2 0.424
H 1.97923 -1.31404 0.44487 1.0 -0.9 0.9 -0.444
```
Forces are in eV/Å.

Properties
Kohn-Sham gap (spin up / spin down) = 5.60 / 5.60 eV
highest occupied orbital energy (spin up / spin down) = -4.577 / -4.575 eV
2S+1 = 1
DFT total energy = -116048.221 eV
charge = -1
energy above the lowest of the compared OMol25 structures with the same formula, charge and spin = 0.0 kcal/mol